Record 1
{"formula": "C47H45ClCoI2N4O5", "method": "ωB97M-V/def2-TZVPD", "largest_force_ha_per_bohr": 0.0187, "multiplicity": 2, "lumo_energy_ev": 3.46, "charge": -2, "elements": ["Co", "C", "C", "C", "C", "C", "C", "C", "C", "C", "C", "C", "C", "N", "C", "O", "C", "C", "C", "C", "C", "N", "C", "O", "N", "C", "C", "C", "C", "C", "C", "C", "C", "C", "C", "C", "C", "H", "H", "H", "H", "H", "H", "H", "H", "H", "H", "H", "H", "H", "H", "H", "H", "H", "H", "H", "H", "H", "H", "H", "H", "H", "H", "H", "H", "H", "H", "H", "H", "H", "H", "H", "H", "H", "Cl", "C", "C", "C", "C", "O", "C", "C", "O", "C", "H", "H", "H", "H", "I", "C", "C", "C", "I", "C", "C", "C", "C", "N", "C", "C", "O", "H", "H", "H", "H"], "xyz": [[0.5548, 0.6906, 0.3724], [4.9993, 0.3168, 2.2733], [4.4470, -0.0880, 0.9058], [5.3283, -1.1918, 0.3098], [4.3230, 1.0606, -0.0748], [5.3148, 2.0336, -0.1315], [5.2585, 3.0677, -1.0527], [4.2172, 3.1049, -1.9647], [3.2070, 2.1496, -1.9385], [2.1632, 2.0839, -3.0313], [1.8146, 3.4380, -3.6385], [2.6786, 1.1297, -4.1170], [3.2370, 1.1471, -0.9628], [2.1372, 0.2786, -0.8119], [2.2480, -0.9950, -1.1797], [3.0847, -1.5328, -1.9145], [1.2423, -1.8573, -0.4460], [1.0885, -3.2246, -0.5748], [0.2034, -3.8651, 0.2885], [-0.4876, -3.1481, 1.2560], [-0.2922, -1.7775, 1.3086], [0.5550, -1.1963, 0.4757], [-0.9303, -0.8213, 2.2859], [-1.6076, -1.2787, 3.2231], [-0.6253, 0.4397, 2.0047], [-0.9842, 1.4534, 2.9104], [-1.9132, 2.4202, 2.4888], [-2.1964, 3.4988, 3.3163], [-1.5824, 3.6279, 4.5512], [-0.7015, 2.6464, 4.9767], [-0.3926, 1.5478, 4.1810], [0.5175, 0.4633, 4.7323], [1.8351, 0.9904, 5.3017], [-0.2271, -0.3411, 5.8013], [-2.6833, 2.2144, 1.1988], [-4.0362, 1.5752, 1.5211], [-2.8815, 3.4898, 0.3877], [4.8329, -0.4879, 2.9924], [4.5251, 1.2156, 2.6627], [6.0774, 0.4958, 2.2295], [3.4433, -0.4903, 1.0620], [6.3451, -0.8152, 0.1647], [4.9349, -1.5303, -0.6476], [5.3801, -2.0456, 0.9914], [6.1426, 1.9855, 0.5655], [6.0258, 3.8328, -1.0640], [4.1823, 3.8915, -2.7076], [1.2579, 1.6485, -2.6015], [2.6100, 3.8021, -4.2967], [1.6448, 4.1868, -2.8698], [0.9078, 3.3459, -4.2380], [3.6548, 1.4685, -4.4770], [1.9938, 1.1027, -4.9700], [2.7893, 0.1195, -3.7211], [1.6666, -3.7461, -1.3242], [0.0577, -4.9366, 0.2094], [-1.1752, -3.6040, 1.9535], [-2.9091, 4.2454, 2.9857], [-1.8012, 4.4779, 5.1865], [-0.2473, 2.7298, 5.9572], [0.7684, -0.2085, 3.9092], [1.6710, 1.6906, 6.1236], [2.4277, 1.4823, 4.5384], [2.4250, 0.1583, 5.6943], [-0.4612, 0.2940, 6.6611], [0.3911, -1.1707, 6.1558], [-1.1512, -0.7444, 5.3916], [-2.1196, 1.5039, 0.5941], [-4.6607, 2.2715, 2.0907], [-3.9046, 0.6714, 2.1188], [-4.5668, 1.3054, 0.6042], [-3.6286, 4.1449, 0.8492], [-3.2348, 3.2418, -0.6150], [-1.9560, 4.0472, 0.2907], [3.0554, 7.5800, 1.4373], [2.2577, 6.0711, 1.0403], [1.2465, 6.0611, 0.0691], [0.6147, 4.8927, -0.2562], [0.9563, 3.6332, 0.3454], [0.3189, 2.5891, -0.0234], [1.9681, 3.6933, 1.3492], [2.3998, 2.5450, 2.1078], [2.1060, 1.3611, 1.9452], [2.5949, 4.9099, 1.6741], [0.9698, 6.9884, -0.4181], [-0.1723, 4.8712, -0.9978], [3.0893, 2.8192, 2.9361], [3.3605, 4.9105, 2.4412], [-1.2075, 1.0631, -4.4927], [-2.6444, 0.4321, -3.1286], [-3.9755, 0.4124, -3.5282], [-4.9654, -0.0466, -2.6970], [-6.9431, 0.0036, -3.3812], [-4.6276, -0.5738, -1.4252], [-5.5530, -1.1838, -0.5506], [-5.1211, -1.7555, 0.6119], [-3.7518, -1.7093, 0.9173], [-2.8714, -1.1180, 0.1459], [-3.2686, -0.5412, -1.0057], [-2.2022, 0.0807, -1.8261], [-1.0328, 0.2327, -1.4252], [-4.2262, 0.7642, -4.5210], [-6.6014, -1.2006, -0.8204], [-5.8139, -2.2268, 1.2981], [-3.3694, -2.1368, 1.8391]], "forces_ev_per_angstrom": [[0.2774, -0.0572, 0.2600], [0.0691, 0.0462, 0.0005], [-0.0547, -0.0850, 0.0332], [-0.0066, -0.0373, -0.0005], [0.0771, 0.0276, 0.0681], [0.0080, 0.0094, -0.0005], [-0.0166, -0.0434, 0.0160], [-0.0573, 0.0471, 0.0342], [0.0462, 0.0373, -0.1514], [0.0002, 0.0085, 0.0330], [0.0557, -0.0480, -0.0661], [-0.0950, -0.0432, -0.0056], [0.0041, 0.0460, -0.1285], [-0.1793, -0.1362, -0.0860], [-0.0836, 0.0045, 0.1615], [0.1124, -0.0998, -0.1506], [-0.0458, -0.0798, -0.0383], [-0.0176, 0.0394, 0.0241], [-0.0025, -0.0461, 0.0172], [0.0456, 0.0749, -0.0396], [0.0750, -0.0482, -0.0213], [-0.0476, 0.2734, 0.0454], [-0.0927, -0.0966, 0.0437], [-0.0446, -0.0040, -0.0805], [0.0067, -0.1910, -0.1903], [-0.1595, 0.0952, -0.0912], [-0.0888, 0.0227, -0.0178], [0.0602, 0.0017, -0.0599], [0.0221, -0.0483, 0.0483], [-0.0322, 0.0236, 0.0258], [0.0930, 0.0318, 0.0205], [0.0083, -0.0393, -0.0624], [-0.0715, -0.0485, 0.0505], [-0.0306, -0.0200, 0.0355], [0.0541, -0.0344, 0.0469], [-0.0256, -0.0378, 0.0756], [-0.1216, 0.0232, 0.0304], [0.0054, -0.0278, 0.0091], [-0.0138, -0.0470, -0.0046], [0.0347, 0.0059, -0.0137], [0.0914, 0.0495, -0.0024], [0.0350, 0.0099, -0.0180], [0.0331, 0.0127, 0.0168], [0.0036, -0.0340, 0.0219], [0.0402, 0.0021, 0.0309], [0.0174, 0.0090, -0.0090], [0.0153, 0.0366, -0.0198], [-0.0169, 0.0597, 0.0234], [0.0281, 0.0024, 0.0035], [-0.0784, 0.1186, 0.1237], [-0.0022, 0.0271, -0.0091], [0.0218, 0.0157, -0.0116], [-0.0319, -0.0187, 0.0343], [0.0382, 0.0028, -0.0236], [-0.0123, -0.0241, -0.0095], [0.0076, 0.0011, 0.0011], [0.0034, -0.0384, 0.0083], [-0.0082, 0.0218, 0.0086], [0.0022, 0.0218, 0.0150], [0.0173, 0.0192, 0.0376], [-0.0079, 0.0514, 0.0547], [-0.0085, 0.0299, 0.0248], [0.0607, 0.0887, -0.1000], [0.0075, -0.0234, 0.0073], [0.0033, 0.0317, 0.0236], [0.0159, -0.0243, 0.0042], [0.0185, 0.0069, 0.0113], [0.0298, 0.0792, -0.0233], [-0.0019, 0.0136, 0.0113], [0.0018, 0.0568, -0.0037], [-0.0038, 0.0494, 0.0362], [-0.0033, 0.0006, -0.0045], [-0.0271, -0.0207, -0.0302], [0.1564, 0.0327, -0.0223], [0.0347, 0.0372, 0.0231], [-0.0162, -0.1183, 0.0385], [-0.0925, -0.0843, -0.0807], [0.0588, -0.0347, -0.0124], [-0.3981, -0.1713, -0.1795], [0.3551, 0.2415, 0.2005], [0.0724, -0.1563, 0.1003], [-0.1860, -0.6489, -0.1551], [0.0288, 0.9297, 0.2484], [-0.0246, 0.0609, -0.0340], [-0.0119, -0.0109, -0.0046], [0.0010, 0.0243, -0.0667], [0.0062, -0.1178, -0.0594], [0.0194, -0.0014, 0.0123], [0.0429, 0.0457, -0.0276], [-0.1253, 0.0819, 0.0229], [-0.0383, -0.0095, -0.1035], [0.1107, 0.0264, 0.0749], [-0.0625, -0.0019, -0.0291], [-0.0939, -0.0727, -0.0639], [0.0149, -0.0205, -0.0010], [-0.0013, 0.0372, 0.0157], [0.0512, 0.0207, -0.0429], [-0.0713, -0.0011, -0.0358], [0.0465, -0.0903, -0.0332], [-0.0908, -0.0612, -0.0664], [0.1681, -0.0506, 0.1600], [-0.0049, 0.0002, 0.0066], [-0.0002, -0.0090, 0.0002], [-0.0072, -0.0113, -0.0101], [0.0005, -0.0006, 0.0207]]}


Record 2
{"formula": "C47H46BO26P", "method": "ωB97M-V/def2-TZVPD", "largest_force_ha_per_bohr": 0.0764, "multiplicity": 1, "lumo_energy_ev": -1.79, "elements": ["C", "C", "C", "C", "C", "C", "C", "B", "O", "O", "C", "O", "C", "C", "O", "C", "C", "O", "C", "P", "C", "C", "C", "C", "O", "H", "H", "H", "H", "H", "H", "H", "H", "H", "H", "H", "H", "H", "H", "H", "H", "H", "H", "H", "H", "H", "H", "H", "H", "H", "H", "O", "C", "C", "C", "O", "C", "O", "C", "C", "O", "H", "H", "H", "H", "O", "C", "C", "C", "O", "C", "O", "C", "C", "O", "H", "H", "H", "H", "O", "C", "C", "C", "O", "C", "O", "C", "C", "O", "H", "H", "H", "H", "O", "C", "C", "C", "O", "C", "O", "C", "C", "O", "H", "H", "H", "H", "O", "C", "C", "C", "O", "C", "O", "C", "C", "O", "H", "H", "H", "H"], "xyz": [[-0.7836, 4.0567, -3.6077], [-1.4826, 4.1719, -2.2366], [-0.6519, 3.6098, -1.0768], [-1.1128, 4.0890, 0.3335], [-0.4971, 2.1022, -1.0579], [-1.4449, 1.1942, -1.0432], [-2.9165, 1.5135, -1.0417], [-3.5719, 1.1198, -2.4478], [-4.9332, 0.9561, -2.6281], [-2.7348, 0.9571, -3.5480], [-1.0329, -0.2454, -0.9929], [-1.5510, -1.0855, -1.6409], [0.1320, -0.5380, -0.0844], [0.1488, -1.7591, 0.7899], [1.3104, -2.5669, 0.5923], [1.5245, -3.5189, 1.5316], [0.4497, -3.9731, 2.5085], [2.5703, -4.0225, 1.5802], [1.0933, 0.3586, -0.0979], [2.6567, 0.3658, 0.9052], [2.2769, -0.1822, 2.6578], [3.8134, -0.9010, 0.1288], [3.4150, -1.1082, -1.3472], [0.9143, 1.5615, -1.0125], [1.7912, 2.0156, -1.6338], [-1.3070, 4.7516, -4.2665], [-0.7841, 3.0445, -4.0067], [0.2198, 4.4750, -3.4758], [-1.5772, 5.2388, -2.0541], [-2.5029, 3.7921, -2.3062], [0.3581, 4.0132, -1.2054], [-1.8836, 3.4341, 0.7355], [-0.2263, 4.0613, 0.9728], [-1.4141, 5.1368, 0.2654], [-3.1406, 2.5361, -0.7511], [-3.4283, 0.8781, -0.3007], [-5.2335, 1.6107, -3.2757], [-2.5493, 0.0148, -3.6756], [-0.7472, -2.3592, 0.5864], [0.0511, -1.4184, 1.8210], [-0.0887, -3.1503, 2.9798], [0.9313, -4.5142, 3.3127], [-0.2618, -4.6672, 2.0542], [2.9395, 0.3595, 3.3288], [2.4740, -1.2566, 2.7307], [1.2404, 0.0337, 2.9223], [3.8362, -1.8246, 0.7076], [4.7812, -0.3966, 0.1215], [2.5036, -1.7032, -1.4021], [3.3054, -0.1542, -1.8653], [4.2087, -1.6716, -1.8496], [-0.3425, 4.2702, -6.6809], [0.4340, 5.1058, -7.1012], [0.1064, 6.5241, -7.1938], [1.0014, 7.3908, -7.6811], [0.7466, 8.6958, -7.7824], [2.3551, 6.9460, -8.1474], [3.1192, 7.7794, -8.5979], [2.6916, 5.5327, -8.0331], [1.7977, 4.6653, -7.5422], [2.0622, 3.3664, -7.4171], [-0.8734, 6.8328, -6.8569], [1.5527, 9.0953, -8.1643], [3.6765, 5.2267, -8.3562], [1.2548, 2.9638, -7.0404], [-7.9226, 8.3408, -1.6596], [-6.8112, 7.9394, -1.9468], [-5.7281, 8.8188, -2.3702], [-4.5322, 8.3090, -2.6878], [-3.5137, 9.0750, -3.0775], [-4.2633, 6.8356, -2.6252], [-3.1610, 6.4268, -2.9430], [-5.3378, 5.9585, -2.1797], [-6.5333, 6.4678, -1.8585], [-7.5426, 5.7050, -1.4452], [-5.9344, 9.8789, -2.4139], [-2.7696, 8.4650, -3.2480], [-5.1267, 4.8996, -2.1217], [-8.2891, 6.3148, -1.2816], [2.7758, -6.1792, -4.1577], [1.7305, -5.5575, -4.1047], [1.6316, -4.2033, -3.5784], [0.4452, -3.5817, -3.5340], [0.3104, -2.3463, -3.0627], [-0.8101, -4.2475, -4.0153], [-1.8624, -3.6420, -3.9359], [-0.7059, -5.5951, -4.5638], [0.4800, -6.2128, -4.6099], [0.6232, -7.4428, -5.1041], [2.5424, -3.7344, -3.2323], [-0.6406, -2.1306, -3.1312], [-1.6136, -6.0590, -4.9236], [1.5738, -7.6538, -5.0189], [-0.2267, -9.1954, 8.4012], [-0.2603, -8.1848, 7.7254], [-1.3227, -7.1901, 7.8289], [-1.3081, -6.1067, 7.0444], [-2.2564, -5.1709, 7.1064], [-0.2183, -5.8770, 6.0412], [-0.2676, -4.8797, 5.3419], [0.8552, -6.8569, 5.9528], [0.8438, -7.9398, 6.7401], [1.8055, -8.8604, 6.6964], [-2.1039, -7.3679, 8.5544], [-2.0139, -4.5003, 6.4388], [1.6442, -6.6705, 5.2383], [1.5597, -9.5361, 7.3586], [3.3638, -5.5055, 6.9788], [3.5962, -4.5733, 7.7261], [4.3895, -3.4146, 7.3379], [4.6177, -2.4314, 8.2173], [5.3349, -1.3528, 7.9070], [4.0769, -2.4844, 9.6152], [4.3322, -1.5699, 10.3753], [3.2631, -3.6341, 9.9948], [3.0336, -4.6140, 9.1139], [2.2947, -5.6841, 9.4116], [4.7752, -3.3890, 6.3283], [5.3507, -0.8011, 8.7136], [2.8641, -3.6539, 10.9993], [2.2914, -6.2348, 8.6035]], "forces_ev_per_angstrom": [[-0.4185, 0.6938, 0.8872], [0.6094, 0.0840, -0.2680], [-0.1728, -0.1949, 0.1755], [0.7349, -0.1128, -0.7587], [1.4128, 0.7739, 0.0597], [-1.2757, -0.0364, 0.4806], [-0.3969, -1.3279, -0.3723], [0.3282, 0.0009, -0.3702], [0.0890, 0.9279, 0.5649], [-0.0562, -0.1891, 0.3252], [1.2402, 2.0050, 1.6285], [-1.8003, -2.0592, -1.3323], [-0.4903, -0.5016, 0.1297], [-1.1594, -0.2723, -0.5703], [-0.6671, 0.5786, 0.3372], [-2.6233, 0.4555, 0.5620], [-0.2860, 0.4495, 0.0229], [3.6243, -1.5027, -0.2156], [1.2094, 0.2044, 0.3743], [0.7778, 1.2086, 0.0396], [-0.1225, -0.6963, -1.0014], [-0.7717, 0.6871, -0.3788], [0.4112, -0.5742, 0.4234], [-2.7686, -1.4453, 1.8801], [2.8133, 1.5088, -1.7693], [-0.0053, -0.3662, -0.3024], [0.1493, 0.0752, -0.0713], [0.1197, -0.4132, -0.2559], [-0.0591, -0.0130, 0.1899], [0.0711, -0.1009, 0.1570], [-0.0863, -0.0268, -0.1567], [-0.1121, 0.3035, 0.1536], [-0.2544, -0.1291, 0.2517], [-0.2798, -0.1540, 0.1422], [0.0962, 0.0338, -0.1112], [0.0711, 0.1041, -0.0239], [-0.1465, -0.6251, -0.2362], [-0.0153, 0.2370, -0.2403], [0.1213, 0.0404, -0.0941], [0.2895, -0.0477, 0.0353], [-0.1476, -0.0865, -0.1571], [0.2345, 0.0026, -0.1086], [-0.0224, 0.2634, -0.2061], [-0.0035, 0.0130, -0.0741], [-0.1303, 0.0769, 0.3136], [0.0911, 0.0461, 0.0342], [0.0549, -0.0188, -0.1526], [0.0495, -0.2101, 0.3513], [-0.0271, 0.2106, -0.1719], [-0.1409, -0.0481, 0.0277], [-0.0749, 0.0665, -0.0124], [0.2120, -0.2201, -0.1422], [-0.3774, 0.4434, 0.0918], [-0.0668, -0.2413, 0.0678], [-0.4769, 0.1928, 0.1661], [0.4137, -0.1344, -0.1448], [0.4135, -0.4738, -0.0738], [-0.2280, 0.2311, 0.0649], [0.0557, 0.2654, -0.0730], [0.4914, -0.1923, -0.1315], [-0.4388, 0.1424, 0.1182], [0.0046, 0.0135, -0.0155], [-0.0537, 0.0133, 0.0096], [-0.0127, -0.0212, 0.0020], [0.0652, -0.0279, -0.0015], [-0.0808, -0.3107, 0.0753], [0.2231, 0.5791, -0.1248], [-0.2556, -0.0461, 0.0797], [-0.0606, 0.5376, -0.0097], [0.0788, -0.4720, 0.0173], [-0.2014, -0.5296, 0.1247], [-0.1818, 0.5511, -0.2161], [0.2701, 0.0348, -0.1024], [0.0597, -0.5408, 0.0483], [-0.0909, 0.4555, -0.0305], [0.0190, -0.0023, -0.0164], [-0.0082, 0.0723, -0.0141], [-0.0279, 0.0026, 0.0089], [0.0017, -0.0668, -0.0020], [-0.1654, -0.2574, -0.1600], [0.2805, 0.5260, 0.2700], [0.1421, -0.2560, -0.0605], [0.5217, 0.2719, 0.1596], [-0.2199, -0.3529, -0.3838], [-0.2533, -0.4643, -0.2450], [0.1584, 0.2442, 0.0720], [-0.1530, 0.2091, 0.0758], [-0.4257, -0.2686, -0.1887], [0.3753, 0.1939, 0.1555], [-0.0265, 0.0188, 0.0215], [0.0155, 0.0536, 0.2692], [0.0145, -0.0167, 0.0023], [-0.0438, -0.0202, -0.0077], [0.2791, -0.0584, -0.1348], [-0.5161, 0.1887, 0.2505], [0.1082, -0.2293, 0.0783], [-0.4034, -0.0384, 0.3482], [0.3399, 0.0698, -0.3170], [0.5142, -0.2270, -0.1930], [-0.3042, 0.0663, 0.2645], [-0.1413, 0.2051, -0.1409], [0.3494, 0.0460, -0.3561], [-0.3297, -0.0610, 0.3282], [-0.0075, 0.0166, -0.0125], [-0.0554, -0.0149, 0.0434], [0.0325, -0.0185, 0.0417], [0.0426, -0.0102, -0.0592], [-0.1362, -0.1224, 0.2173], [0.3474, 0.3453, -0.4231], [-0.1207, -0.2470, -0.0777], [0.2014, 0.0470, -0.4929], [-0.1736, -0.0217, 0.4426], [-0.3269, -0.2924, 0.4110], [0.1490, 0.1379, -0.2425], [0.1024, 0.2342, 0.0705], [-0.2146, -0.0566, 0.4954], [0.1338, 0.0129, -0.4201], [0.0152, 0.0147, 0.0113], [0.0374, 0.0032, -0.0577], [0.0028, -0.0208, -0.0065], [0.0234, -0.0051, 0.0388]]}